Below is a molecular structure, C24H31Cl16N2O4PS2 at a distorted geometry, with properties calculated with the ωB97M-V functional and the def2-TZVPD basis.

```
80
Properties=species:S:1:pos:R:3:forces:R:3:lowdin_charge:R:1
Cl -3.379003 -2.868347 6.728795 0.0 0.1 0.0 0.54
Cl -3.448214 -4.175643 -7.816921 0.1 0.0 -0.1 0.50
Cl -3.741331 10.683997 1.788696 0.0 0.1 0.1 0.50
Cl 7.028028 -0.271001 -2.430342 0.3 -0.1 -0.1 0.55
Cl -3.387643 -1.753287 -6.181359 0.0 0.1 -0.1 0.49
Cl 0.274973 -2.500948 -8.311194 0.6 0.1 -0.3 0.57
Cl -3.656475 8.478748 3.698543 0.0 0.1 0.1 0.53
Cl 0.886544 -1.668598 -11.044531 -0.1 0.0 0.0 0.52
Cl -1.777614 3.878260 4.107402 -0.1 0.1 0.2 0.50
Cl -3.150319 9.047439 -1.229842 0.0 0.0 -0.2 0.50
Cl 2.745459 -0.162663 -0.903755 -0.1 0.3 -0.1 0.63
Cl -4.779309 7.082276 0.185676 -0.1 0.1 -0.1 0.50
Cl 9.549071 0.218642 -1.036549 0.0 0.0 0.0 0.52
Cl -3.270854 -3.220617 3.828113 0.0 0.2 -0.2 0.51
Cl 4.221551 2.356840 -1.065449 0.1 0.0 0.0 0.52
Cl -2.071706 5.829347 1.949894 0.0 0.0 0.0 0.49
S -0.801343 2.289712 1.142598 0.0 -0.6 0.2 0.31
S -3.039417 -0.829961 -2.975482 1.8 -0.6 1.4 0.98
P -1.612841 0.572317 1.404479 -0.2 1.1 -0.5 0.25
O -3.225265 0.619674 1.095029 1.3 -0.8 0.6 -0.22
O -0.328053 -0.573754 5.793421 0.4 -0.5 -0.6 0.09
O -1.503955 0.056951 2.963403 -0.4 -0.3 -1.5 -0.23
O 1.046148 0.674682 4.554754 0.3 -1.1 -0.7 0.06
N -1.841125 -1.960762 -3.097024 -0.3 -0.1 -0.3 -0.23
N -2.640173 -0.288001 -1.488595 -0.5 0.5 0.1 -0.26
C 1.816840 -3.585157 -0.094044 0.2 0.7 0.2 -0.17
C -3.128344 -2.069382 5.177701 0.0 0.2 0.2 -1.02
C 0.490012 -2.304671 3.137111 0.8 0.2 0.7 -0.15
C -4.719027 8.236806 -1.149699 -0.2 0.0 0.0 -1.01
C 0.174945 -1.524710 0.650210 -0.4 -1.0 -1.8 -0.14
C 0.615607 -2.593177 -0.373796 0.7 0.5 0.3 -0.12
C 1.436784 -4.729054 0.646719 0.7 0.1 -0.2 -0.06
C -2.680113 5.278745 3.516665 0.0 -0.1 0.1 -1.03
C 3.216362 -3.403303 -0.507941 -1.3 -0.7 0.5 -0.04
C 4.120045 -4.431097 -0.156978 -0.5 -0.2 0.1 -0.09
C 2.369172 -5.733198 0.991786 0.1 1.0 -0.7 -0.08
C -2.737483 9.432410 2.527609 0.2 0.0 -0.1 -1.02
C -0.005329 -2.752209 -1.587525 0.3 -0.1 0.0 0.03
C -1.133986 -1.939764 -1.990926 0.4 0.9 2.0 -0.34
C -0.923076 -0.736191 0.287335 0.2 -0.6 1.0 -0.19
C 1.258447 -1.803963 4.416715 0.4 0.9 -0.4 -0.08
C 3.703010 -5.570684 0.569235 -0.6 -0.2 0.3 -0.09
C 0.976824 -1.414908 1.953593 0.1 -0.3 -0.7 -0.16
C -2.474944 -3.159739 -6.743298 0.2 0.0 0.1 -1.05
C 0.585859 -0.549484 5.000843 -0.8 0.5 0.4 -0.48
C 7.927071 0.829168 -1.371674 0.0 0.2 0.1 -1.01
C -0.300687 -2.432517 -9.985071 -0.1 0.0 -0.2 -1.00
C 3.928430 0.784451 -1.818646 0.0 -0.1 -0.1 -1.01
C -1.584679 -0.921145 -1.002299 0.1 -1.1 -1.5 -0.32
H 0.307100 1.173772 4.165948 0.0 0.0 0.5 0.09
H -2.172054 -3.746674 -5.881237 -0.2 0.0 0.0 0.03
H 0.770325 -3.371951 3.017634 -0.1 0.7 -0.3 0.11
H -0.590034 -2.291902 3.315843 0.2 0.1 -0.2 0.06
H 2.260594 -1.479253 4.062974 -0.4 -0.4 0.4 0.12
H 2.008150 -1.765663 1.724655 -0.6 0.2 0.1 0.11
H -1.220624 -1.857206 -10.015048 0.1 0.1 0.1 0.03
H -3.564841 -0.284789 0.977947 -0.2 0.3 -0.2 0.07
H -4.885981 7.704919 -2.080623 0.1 0.0 0.1 0.02
H -5.493078 8.983752 -1.005080 0.1 0.0 0.1 0.03
H 3.572404 -2.507918 -1.082712 -0.6 -1.2 0.7 0.06
H 0.385897 -4.841429 0.951992 0.5 0.1 -0.2 0.12
H -2.368357 8.770867 1.749016 -0.2 0.0 0.0 -0.02
H 2.004782 -6.605826 1.545167 0.4 0.3 -0.2 0.10
H -2.134329 -1.629902 5.167238 0.0 -0.1 0.1 -0.02
H -1.989266 -0.787851 2.967975 0.1 0.0 0.5 0.03
H 7.388536 0.930946 -0.434918 0.0 -0.1 0.0 0.03
H 0.389702 -3.519691 -2.266313 -0.3 0.4 0.2 0.13
H -3.878231 -1.293946 5.055454 -0.1 -0.1 0.0 0.04
H -0.483727 -3.443827 -10.332919 0.1 0.0 0.1 0.03
H 4.404053 -6.379629 0.819672 -0.1 0.6 -0.2 0.10
H 5.180476 -4.403995 -0.448372 -0.6 0.3 0.0 0.10
H 3.549280 0.941048 -2.823757 -0.1 0.1 0.1 0.03
H 8.008003 1.794615 -1.859900 0.0 -0.1 -0.1 0.03
H -2.582479 6.085795 4.232452 0.1 -0.1 -0.1 -0.02
H -3.724368 5.002787 3.409144 0.1 -0.1 -0.1 0.03
H 1.096904 -0.346689 2.231550 -0.4 -0.6 0.0 0.11
H -1.905565 9.906358 3.038149 -0.1 0.0 0.1 0.03
H -1.596848 -2.815217 -7.289534 -0.7 -0.1 0.3 -0.11
H 4.866241 0.235849 -1.856028 -0.4 0.2 0.2 -0.09
H 1.368464 -2.579879 5.190242 -0.3 0.4 -0.3 0.13
```
Positions in Å, forces in eV/Å.

Calculated values
- HOMO energy (eV) = -8.66
- gap between HOMO and LUMO (eV) = 7.6070
- E_tot (hartree) = -9844.43768

Below is a molecular structure, C24H31Cl2N4O2ReS2 at a distorted geometry, with properties calculated with the ωB97M-V functional and the def2-TZVPD basis.

```
66
Properties=species:S:1:pos:R:3:forces:R:3:lowdin_charge:R:1
Re -0.822292 -0.017226 -0.247439 -0.1 -1.6 -1.3 1.10
Cl -1.508698 4.233873 -3.779113 0.1 -0.1 0.0 0.74
Cl 1.760158 0.378622 -1.630957 2.0 3.8 0.3 0.78
S -2.151990 -0.127528 -2.144308 0.7 0.4 -0.4 0.71
S -2.844558 0.007112 0.827639 -0.4 0.5 0.9 0.69
O 0.128537 0.701535 1.341707 0.0 0.3 0.5 -0.31
O -0.480744 1.693950 3.231470 0.1 0.0 0.0 0.11
N -0.468275 -2.044000 0.394636 -0.3 -0.3 -0.1 -0.20
N 0.616832 -0.905196 -1.440622 -0.4 0.2 0.0 -0.52
N -0.054464 2.774775 -1.598987 -0.4 0.0 -0.1 -0.01
N 2.581826 -0.858845 1.023740 0.2 0.1 0.2 -0.08
C -5.519126 -0.063873 0.176093 0.0 0.1 0.1 -0.12
C 2.831964 0.272103 0.009320 -1.1 0.6 0.1 -0.18
C 0.323580 1.109334 -5.456614 -0.1 0.1 0.1 -0.05
C -3.803122 -0.073688 -1.671919 -0.8 0.0 1.0 -0.74
C 1.797987 4.237211 1.236913 0.1 0.0 0.0 -0.02
C -0.419578 2.266767 -5.276113 0.1 -0.2 0.1 -0.08
C 0.150725 2.284664 -2.915540 0.2 -0.1 0.3 -0.34
C 0.935645 3.490257 -0.860918 0.0 -0.2 0.2 -0.23
C 0.480803 -2.262055 -1.918266 0.0 0.4 0.6 -0.25
C 3.063623 4.610834 -0.762765 -0.1 0.0 -0.1 -0.07
C 2.057879 3.999384 -1.501151 0.1 0.1 0.1 -0.03
C 3.911564 -0.615088 0.423684 0.5 -0.5 -0.3 -0.11
C -0.269650 1.773349 2.052522 0.1 0.1 0.1 -0.60
C 2.934961 4.728594 0.609782 -0.1 0.0 0.0 -0.07
C -0.505271 2.833789 -4.011091 -0.2 0.1 -0.1 -0.58
C 0.906436 1.126165 -3.141260 -0.3 0.0 0.2 -0.28
C 2.056414 -2.226822 0.869359 -0.1 -0.1 0.1 -0.12
C 0.613896 -2.472718 1.297536 0.4 0.1 0.2 -0.14
C -0.426466 3.110193 1.304358 0.2 -0.2 0.0 -0.04
C -4.829075 -0.072353 -2.771935 0.1 0.0 0.0 -0.10
C -4.110700 -0.054898 -0.349031 -0.1 -0.1 -1.1 -0.73
C 0.787881 3.596442 0.532450 0.0 0.0 -0.1 -0.15
C 0.970960 0.525704 -4.370618 0.2 -0.1 -0.2 -0.08
C -0.531870 -2.829829 -0.888127 0.0 -0.3 -0.3 -0.17
H 0.440618 -2.039611 2.284050 -0.1 0.1 -0.1 0.14
H 2.667333 -2.850010 1.528296 0.0 0.0 0.0 0.14
H -0.990599 3.136294 -1.469190 0.0 0.1 -0.1 0.10
H -1.542767 -2.690336 -1.262401 0.0 -0.1 0.0 0.09
H -1.340478 -2.202386 0.895019 -0.1 -0.3 0.0 0.09
H 4.292653 -1.472624 -0.133081 -0.2 0.0 0.0 0.12
H 1.694956 4.347919 2.310377 0.0 0.0 0.0 0.13
H 0.398071 0.645609 -6.430251 -0.1 0.1 0.0 0.12
H -5.531536 -0.226415 1.252130 0.0 0.0 0.0 0.06
H -0.946931 2.738756 -6.092658 0.0 -0.1 0.0 0.11
H -6.112918 -0.848507 -0.292079 0.0 0.0 0.0 0.08
H 1.415000 -2.832084 -1.883574 0.1 0.1 -0.1 0.10
H -6.008798 0.892451 -0.018708 0.0 0.0 0.0 0.09
H -0.643157 3.834627 2.086521 -0.1 0.0 0.0 0.13
H 0.538933 -3.560008 1.406299 -0.1 0.0 0.0 0.14
H 2.447935 1.573236 -1.482474 0.7 -0.6 -0.9 0.05
H 2.412864 -0.444392 1.933603 -0.1 -0.1 0.1 0.16
H -4.795210 -1.003592 -3.340789 0.0 0.0 0.0 0.08
H 4.669122 -0.184419 1.072404 -0.1 0.0 0.0 0.12
H -4.638325 0.743139 -3.471467 0.0 0.0 0.0 0.08
H -1.323774 3.037192 0.686596 0.0 0.0 -0.1 0.11
H -5.835649 0.049673 -2.380831 0.0 0.0 0.0 0.07
H 2.250669 -2.560724 -0.144454 0.0 0.1 0.0 0.10
H 2.142757 3.929042 -2.579114 0.0 0.0 0.0 0.12
H 2.753691 -0.138814 -2.489000 -0.5 -0.6 0.0 0.09
H -0.371714 -3.898450 -0.718251 0.0 0.1 0.2 0.13
H 0.096517 -2.321035 -2.941032 -0.2 -0.1 0.1 0.11
H 1.521330 -0.398828 -4.523538 0.1 0.0 0.1 0.11
H 3.931141 5.005876 -1.274382 0.0 0.0 0.0 0.11
H 3.704172 5.212517 1.195835 0.0 0.0 0.0 0.11
H 0.837190 1.235608 -0.798478 0.2 -1.8 -0.1 0.04
```
Positions in Å, forces in eV/Å.

Calculated values
- spin multiplicity = 4
- HOMO energy (alpha / beta) (eV) = -9.76 / -10.53
- gap between HOMO and LUMO (alpha / beta) (eV) = 6.3979 / 6.6425
- charge = +1
- E_tot (hartree) = -3096.92031
- expectation value of S² = 3.80

Below is 2 unconnected molecules or ions with the total composition C24H31Cl2Si, with properties calculated with the ωB97M-V functional and the def2-TZVPD basis.

```
58
Properties=species:S:1:pos:R:3:forces:R:3:lowdin_charge:R:1
Cl 5.768841 -7.315251 0.399007 0.0 0.0 0.0 0.76
Cl -4.718023 -1.158114 5.058736 0.0 0.0 0.0 0.76
Si -0.823305 2.816841 -2.070057 -0.3 0.5 -0.3 0.58
C 1.376317 -2.332975 2.154235 0.2 -0.2 -0.1 -0.06
C 3.375741 -3.560059 1.286488 0.4 -0.5 0.1 -0.20
C 4.875092 -5.901176 0.747477 -0.3 0.8 0.1 -0.65
C 0.559399 -1.207807 2.252436 0.5 0.1 0.8 0.02
C -0.212704 1.759639 -3.493291 0.2 0.0 0.2 -0.30
C -3.191661 -1.169759 4.289025 0.8 0.0 -0.3 -0.65
C 2.853827 -4.854016 1.572576 0.4 -0.1 -0.1 0.01
C -0.233037 5.297875 -3.414971 0.1 0.2 0.0 -0.15
C -2.566118 0.042356 3.951729 0.3 -0.2 -0.1 -0.07
C -1.323991 -2.404351 3.373539 -0.2 0.3 0.0 0.01
C -2.680106 3.067463 -2.152699 0.1 -0.3 -0.1 -0.31
C -0.381054 1.981551 -0.424921 0.0 0.0 0.2 -0.25
C 5.421307 -4.638017 0.457673 -0.3 0.0 0.1 -0.07
C 4.682668 -3.491976 0.727166 -0.2 -0.1 0.1 0.01
C -1.010518 0.633626 -0.226633 0.7 -0.1 0.2 -0.23
C -3.277284 3.944619 -1.049644 -0.3 0.1 -0.1 -0.16
C -1.332364 0.026161 3.311014 0.0 -0.3 -0.2 0.00
C 2.629449 -2.361114 1.545070 -0.5 -0.1 0.0 0.06
C -2.556466 -2.391969 4.018227 0.3 0.1 -0.1 -0.07
C -1.272321 1.257132 -4.473684 0.0 -0.2 -0.2 -0.16
C -0.688207 -1.197143 2.973357 -0.5 -0.1 0.2 -0.20
C -0.329884 -0.519581 -0.356627 -0.7 0.4 -0.3 -0.05
C 0.011838 4.502618 -2.130479 0.1 -0.3 0.4 -0.32
C 3.594864 -6.005593 1.314594 -0.2 0.5 0.0 -0.07
H 0.701980 -0.522496 -0.710146 -0.2 0.0 0.1 0.07
H 0.323743 0.909844 -3.045814 0.0 0.1 -0.2 0.06
H 0.541442 2.360452 -4.023953 -0.1 -0.2 0.0 0.07
H -3.138885 2.067434 -2.134317 -0.1 0.2 -0.1 0.07
H 1.088853 4.324600 -1.991009 -0.1 0.2 0.0 0.08
H -0.854006 -3.362761 3.151006 -0.3 0.3 0.1 0.11
H -0.703626 2.685223 0.362334 0.1 -0.2 -0.1 0.08
H 5.111810 -2.511574 0.518849 -0.1 -0.2 0.0 0.13
H -0.810302 -1.483627 -0.196546 0.1 0.2 -0.1 0.07
H -3.123570 3.511858 -0.053905 0.0 0.1 -0.1 0.06
H 3.189276 -6.988028 1.541785 0.1 0.2 -0.1 0.12
H 1.029455 -3.255166 2.620933 0.0 0.3 -0.3 0.10
H -3.052975 0.981616 4.200820 0.1 -0.2 -0.1 0.12
H -0.840515 0.966185 3.056463 -0.2 -0.2 0.0 0.13
H 0.926987 -0.254649 1.864171 -0.1 -0.3 0.1 0.13
H -1.297309 5.512958 -3.575037 0.2 -0.1 0.0 0.07
H -3.032210 -3.321320 4.320285 0.1 0.2 -0.1 0.12
H -2.905337 3.492929 -3.143341 0.0 -0.1 0.2 0.08
H 0.288260 6.262081 -3.365275 -0.1 -0.2 -0.1 0.07
H 3.082726 -1.416453 1.234405 -0.2 -0.2 -0.1 0.14
H -0.328200 5.073696 -1.253466 0.1 0.0 -0.2 0.07
H -0.798315 0.663126 -5.264849 -0.2 0.1 0.1 0.07
H 1.858353 -4.949898 2.003624 0.3 -0.1 -0.2 0.11
H -2.012446 0.615431 -3.980816 0.1 0.2 -0.1 0.07
H 0.144651 4.770277 -4.299699 -0.1 0.1 0.1 0.07
H -2.853723 4.956688 -1.052205 0.0 -0.2 0.0 0.07
H -4.359967 4.044096 -1.196593 0.2 0.0 0.1 0.07
H -1.805301 2.082631 -4.961103 0.1 -0.2 0.1 0.07
H 6.415129 -4.574783 0.022906 -0.2 0.0 0.1 0.12
H 0.717718 1.904355 -0.391083 -0.2 0.0 0.0 0.08
H -2.055993 0.634297 0.102238 0.3 -0.2 -0.2 0.11
```
Positions in Å, forces in eV/Å.

Calculated values
- HOMO energy (eV) = -11.48
- gap between HOMO and LUMO (eV) = 5.7672
- charge = +1
- E_tot (hartree) = -2142.72728